# 1
35
Properties=species:S:1:pos:R:3 method="wB97M-V/def2-TZVPD" lumo_ev=-4.898 relative_energy_kj_mol=92.76 total_charge=+1 homo_lumo_gap_ev=9.035 largest_force_ev_per_a=9.2
Tl -0.39385 -0.42217 -0.29987
C 2.17945 1.43017 -3.40671
F 2.91576 1.38775 -2.26439
F 1.60342 2.57224 -3.49825
F 2.94146 1.28702 -4.47291
S 0.81892 -0.04724 -3.36906
O 0.18762 -0.03683 -2.05506
O -0.15896 0.17982 -4.43012
O 1.56603 -1.23107 -3.66404
C -0.98234 -2.50250 3.49311
F -1.93653 -2.94741 4.25595
F -0.15543 -1.71412 4.06807
F -0.40030 -3.57595 2.97233
S -1.85157 -1.52299 2.07977
O -2.37647 -0.26606 2.58895
O -0.69859 -1.46651 1.19278
O -2.95553 -2.34400 1.54513
C 2.46328 0.93578 0.15797
O 1.62986 -0.10619 -0.34986
H 2.83468 0.69949 1.15513
H 3.34837 1.02773 -0.47153
H 2.10902 1.95195 -0.01523
H 2.30679 -0.66498 -0.73861
C -3.11394 0.61294 -1.37038
O -1.68857 0.80895 -1.25155
H -3.66189 -0.16369 -0.83681
H -3.70862 1.51661 -1.23692
H -3.22175 0.22501 -2.38329
H -1.55079 1.42443 -1.97529
C 0.03734 0.64523 2.61511
O 0.66765 0.13576 1.45973
H 0.80755 0.82799 3.36443
H -0.23517 1.66529 2.34433
H -0.76126 0.01277 3.00284
H 1.43438 -0.33520 1.79426

=====

# 2
68
Properties=species:S:1:pos:R:3 method="wB97M-V/def2-TZVPD" lumo_ev=-0.282 relative_energy_kj_mol=81.86 homo_lumo_gap_ev=6.216 largest_force_ev_per_a=1.1
Ba -1.72841 -0.21435 -0.25682
C -2.85515 3.53960 -0.79564
C -2.86280 3.56731 0.59486
C -1.66520 3.69236 1.29452
C -0.46279 3.78543 0.60500
C -0.45233 3.75779 -0.78503
C -1.64964 3.63587 -1.48534
H -3.78797 3.44406 -1.33653
H -3.79961 3.50097 1.13282
H -1.66767 3.71899 2.37724
H 0.46511 3.87783 1.15283
H 0.48635 3.82312 -1.31887
H -1.64354 3.61830 -2.56826
F -4.40601 -5.12471 0.30522
C -4.92207 -3.97187 -0.08511
F -5.36623 -4.08194 -1.32303
F -5.92457 -3.63848 0.71771
S -3.60236 -2.66756 0.01622
O -3.06652 -2.50342 -1.31768
O -2.67984 -3.05268 1.04046
N -4.28447 -1.31622 0.48890
S -5.10956 -0.42252 -0.54319
O -6.07870 -1.11015 -1.32559
O -4.19249 0.49640 -1.18774
C -6.00760 0.63391 0.66823
F -6.82070 -0.10083 1.41069
F -6.70771 1.53850 -0.00655
F -5.13119 1.26071 1.45705
C 1.19738 -1.52002 2.42158
C 1.96868 -0.33757 1.82293
C 1.39577 0.91224 2.51027
C 3.43424 -0.48285 2.24952
Si 1.60156 -0.22757 -0.11427
C 2.89496 1.01368 -0.92541
C 2.98916 2.29204 -0.08236
C 4.32308 0.48417 -1.10480
C 2.37352 1.45532 -2.30089
C 1.94257 -2.01405 -0.89077
C 3.19239 -2.75921 -0.40596
C 2.02321 -1.90965 -2.41876
C 0.72131 -2.91024 -0.61189
H 1.25099 -1.48787 3.51739
H 1.59011 -2.48466 2.10535
H 0.13139 -1.49860 2.15810
H 1.50423 0.82781 3.59971
H 0.32563 1.03398 2.29967
H 1.88964 1.83229 2.20003
H 3.50282 -0.59487 3.34031
H 4.02721 0.39014 1.98079
H 3.90948 -1.35670 1.80062
H 3.50221 2.12985 0.86430
H 2.00321 2.70153 0.13662
H 3.55447 3.05767 -0.63031
H 4.76224 0.15947 -0.16097
H 4.96629 1.27700 -1.51015
H 4.37462 -0.35474 -1.80040
H 1.36061 1.86064 -2.22773
H 2.34794 0.64270 -3.02553
H 3.02188 2.24082 -2.71231
H 4.10449 -2.18423 -0.56670
H 3.30112 -3.70772 -0.94923
H 3.13935 -3.00428 0.65540
H 2.93762 -1.42584 -2.76220
H 1.17561 -1.35224 -2.83254
H 2.00078 -2.91389 -2.86102
H 0.50786 -3.05754 0.44591
H 0.86139 -3.90398 -1.05557
H -0.18734 -2.50941 -1.08510

=====

# 3
73
Properties=species:S:1:pos:R:3 method="wB97M-V/def2-TZVPD" lumo_ev=0.745 relative_energy_kj_mol=269.12 homo_lumo_gap_ev=7.360 largest_force_ev_per_a=4.7
C -3.97402 -0.14325 2.56724
C -2.72866 -0.80654 3.10510
O -1.82432 0.30698 3.46618
C -0.81004 -0.06174 4.25719
O -0.54576 -1.26368 4.36289
C 0.21327 0.99706 4.75218
C -0.47348 2.33187 4.50754
C 1.43590 0.85115 3.89677
O 1.75953 1.70902 3.07828
O 2.01922 -0.33669 3.99494
C 2.94997 -0.53687 2.89262
C 3.09903 -1.98135 2.58485
C 1.04459 0.91192 6.12844
C 1.67988 -0.30361 6.80264
C 2.74659 -0.36838 7.75067
C 2.84636 -1.44374 8.62498
C 1.98514 -2.56110 8.57985
C 1.04772 -2.59087 7.52842
C 0.92294 -1.46569 6.73094
C 0.24204 -3.77806 7.26670
C 0.82752 -5.04970 7.91611
C 1.26717 -4.76798 9.33261
N 2.09587 -3.59263 9.46337
C 2.73789 -3.49441 10.74570
C 1.68270 2.19961 6.64292
C 1.86118 2.48458 8.01907
C 2.49168 3.63278 8.42970
C 2.94293 4.58675 7.50446
C 2.70696 4.37366 6.13266
C 2.20512 3.13156 5.73765
C 3.02680 5.44827 5.19091
C 4.19122 6.35292 5.65709
C 4.00855 6.75078 7.11689
N 3.70574 5.61574 7.94428
C 3.97257 5.80755 9.34487
H -4.66016 -0.90073 2.20212
H -4.52238 0.40304 3.31934
H -3.80201 0.54083 1.73317
H -2.97569 -1.42124 4.01634
H -2.18487 -1.35978 2.33223
H -0.00171 3.20824 4.96903
H -0.47477 2.49995 3.41232
H -1.41492 2.44580 5.06629
H 2.56992 -0.00522 2.00135
H 3.90952 -0.01628 3.17987
H 4.11455 -2.23859 2.23484
H 2.87729 -2.61647 3.44580
H 2.43954 -2.25092 1.74638
H -0.07905 0.90958 6.43131
H 3.47191 0.43427 7.91575
H 3.65763 -1.45430 9.36080
H 0.09145 -1.45216 6.03530
H 0.16264 -3.94100 6.19520
H -0.76981 -3.63539 7.63992
H 1.69453 -5.38384 7.31588
H 0.10047 -5.87606 7.91337
H 1.81478 -5.61445 9.74135
H 0.38705 -4.65833 9.96996
H 3.00933 -2.47897 10.99286
H 2.04729 -3.88071 11.50253
H 3.62115 -4.13454 10.75464
H 1.47157 1.84095 8.80960
H 2.63204 3.80740 9.49723
H 2.17485 2.90022 4.67199
H 3.29274 5.04246 4.22123
H 2.17781 6.11798 5.03239
H 4.28229 7.26827 5.04740
H 5.15416 5.81212 5.55409
H 3.21365 7.51302 7.18290
H 4.91761 7.21088 7.51425
H 4.39856 4.88892 9.76224
H 4.69431 6.61878 9.43719
H 3.06340 6.06918 9.90678